No. 1
DFT (ωB97M-V/def2-TZVPD) results for C39H33AsCl3F10N6O9SSi2TeTi as an isolated structure.

Results
- 2S+1 = 2
- relative energy (zero: lowest compared OMol25 entry of this formula, charge and spin) (kJ/mol) = 257.2
- net charge = -2
- calculated total energy (eV) = -250933.6352
- HOMO-LUMO gap (alpha / beta) (eV) = 6.27 / 5.69
- M (Da) = 1364.7

```
106
C39H33AsCl3F10N6O9SSi2TeTi, DFT ωB97M-V/def2-TZVPD
Ti 1.92539 -0.06235 -0.43897
C -4.16531 -0.87123 3.63183
C -3.30736 -0.13530 2.64207
C -3.96431 0.73124 1.65471
C -3.31273 1.19127 0.57947
C -1.88567 0.82855 0.40570
C -1.19791 0.71984 1.76905
C -1.97281 -0.22495 2.64102
S -0.98291 1.94142 -0.74593
O -1.95500 2.34431 -1.74262
O -0.30720 2.96848 -0.03609
N 0.05698 0.84307 -1.38044
C 0.63414 1.04079 -2.63706
C 0.19454 1.81476 -3.72074
C 0.97390 1.80837 -4.85993
C 2.14946 1.06353 -4.92002
C 2.51897 0.35179 -3.79885
N 1.76401 0.33904 -2.70697
H -5.11832 -1.17439 3.19256
H -4.38791 -0.22769 4.48620
H -3.65326 -1.75655 4.00831
H -5.00924 0.98074 1.79921
H -3.78639 1.81075 -0.16929
H -0.15195 0.45085 1.67840
H -1.42637 -0.84683 3.34140
H -0.70235 2.40630 -3.64638
H 0.66489 2.40053 -5.71269
H 2.77496 1.05960 -5.80078
H 3.43778 -0.21919 -3.74883
O 3.01333 -3.92954 4.21712
C 2.81102 -3.16833 3.31236
C 1.47435 -2.49385 2.98194
O 0.45556 -2.55884 3.63949
C 1.73781 -1.78238 1.74382
C 3.06991 -1.82349 1.38346
O 3.42411 -1.11777 0.35781
C 3.83972 -2.71333 2.26042
O 4.99345 -3.05726 2.20315
O 0.94427 -1.08740 0.97840
F 1.80495 1.22763 0.77263
As -0.15227 5.16007 2.69569
F -1.25696 1.96576 2.38226
F 1.66625 5.47339 3.31689
F -0.62081 6.38339 3.86867
F 0.25601 6.27181 1.40708
F -1.91394 5.23519 2.07081
F 3.98952 4.12254 -0.48983
C 4.34207 4.19002 0.80065
C 4.05765 5.34691 1.48572
F 3.45410 6.32665 0.83192
C 4.43037 5.52477 2.83224
C 5.09985 4.43293 3.41559
C 5.38677 3.28594 2.71812
F 6.02467 2.29654 3.35746
C 5.02599 3.11677 1.37960
C 5.35138 1.90240 0.62990
C 4.45342 1.42746 -0.27633
N 3.62667 1.06661 -1.02867
C 6.59020 1.22831 0.78716
N 7.61323 0.70284 0.87391
F 5.49204 4.49993 4.69210
C 4.15497 6.72844 3.54078
C 3.70498 7.92201 2.91639
N 3.43165 8.96021 2.49791
C 4.39254 6.88648 4.93061
N 4.55823 7.08681 6.05413
C -1.29925 -3.99179 1.53306
Si -2.98997 -4.02214 0.76818
C -4.31030 -4.52216 2.00480
C -3.02255 -5.21923 -0.66851
C -3.44614 -2.27652 0.17578
Te -1.80423 -1.18000 -0.63698
C -3.04237 -0.55896 -2.24142
Si -3.26951 -1.59473 -3.79933
C -4.26296 -0.48857 -4.94340
C -4.25850 -3.13989 -3.42161
C -1.64325 -2.01555 -4.58928
H -1.09216 -4.92405 2.06416
H -1.17215 -3.17714 2.24772
H -0.53596 -3.87844 0.75772
H -4.14072 -5.54306 2.35541
H -5.30634 -4.48216 1.55696
H -4.30547 -3.86493 2.87605
H -2.71788 -6.20859 -0.31577
H -2.31310 -4.92374 -1.44372
H -4.01862 -5.31341 -1.10782
H -3.84541 -1.68859 1.00133
H -4.20216 -2.30036 -0.61169
H -2.65333 0.40898 -2.55392
H -4.00560 -0.36889 -1.76083
H -5.25232 -0.26781 -4.53653
H -4.39759 -0.96639 -5.91701
H -3.74791 0.46135 -5.10341
H -5.20452 -2.89548 -2.93157
H -3.70251 -3.81981 -2.77229
H -4.48936 -3.68040 -4.34289
H -1.02405 -1.12526 -4.71725
H -1.80517 -2.45333 -5.57807
H -1.08052 -2.73343 -3.99364
Cl 2.41536 -3.29284 -4.33847
C 2.43242 -3.68398 -2.59161
Cl 2.26838 -5.43524 -2.39183
Cl 3.95755 -3.15390 -1.89986
C 1.19103 -2.94548 -1.95728
O 0.10154 -3.48956 -2.08938
O 1.46056 -1.86090 -1.39143
```

***

No. 2
DFT (ωB97M-V/def2-TZVPD) results for a 2-piece molecular cluster, C11H23N2O12P overall in a non-equilibrium geometry.

Results
- relative energy (zero: lowest compared OMol25 entry of this formula, charge and spin) (kJ/mol) = 41.9
- net charge = 0
- calculated total energy (eV) = -48622.7251
- HOMO-LUMO gap (eV) = 9.38
- M (Da) = 406.3

```
49
C11H23N2O12P, DFT ωB97M-V/def2-TZVPD
O -5.28254 -2.30790 -3.02513
C -4.39651 -2.56386 -3.82998
O -4.57678 -3.37013 -4.90267
C -3.05694 -1.83027 -3.66046
O -3.29720 -0.44162 -3.32731
C -2.21356 -2.45283 -2.53586
O -2.22628 -3.88509 -2.59043
C -0.75637 -1.94522 -2.62971
O -0.06229 -2.60667 -3.70402
C 0.00326 -2.12400 -1.29071
O -0.09353 -3.48282 -0.82060
C 1.49295 -1.74735 -1.43151
O 1.66984 -0.55278 -2.21644
P 1.94636 0.78241 -1.32845
O 0.81446 1.05830 -0.42787
O 2.09008 2.03086 -2.27055
O 3.23229 0.61718 -0.43068
H -5.47457 -3.72108 -4.80905
H -2.50871 -1.91229 -4.60436
H -4.12509 -0.39113 -2.80655
H -2.64201 -2.14160 -1.57667
H -1.44047 -4.20962 -2.10170
H -0.78997 -0.87160 -2.84530
H 0.82425 -2.21980 -3.81526
H -0.45816 -1.45784 -0.55305
H 0.29330 -3.58328 0.06840
H 1.93709 -1.65926 -0.43285
H 2.01692 -2.56581 -1.93669
H 1.19052 2.11258 -2.60906
H 3.26916 1.46503 0.03065
C 0.98733 4.23655 5.54963
N 2.23670 4.03830 4.81405
C 2.38263 3.59159 3.56199
O 3.50812 3.47314 3.09671
C 1.15362 3.31069 2.67893
N 0.98987 1.90032 2.31484
C 0.79184 0.91420 3.18636
C 0.60038 -0.46517 2.60279
O 0.74990 1.07727 4.39798
H 0.38575 5.01226 5.07314
H 0.41855 3.30426 5.57846
H 1.20620 4.53788 6.57508
H 3.10203 4.19443 5.30742
H 0.24714 3.65006 3.17657
H 1.26366 3.89752 1.76769
H 0.92991 1.66378 1.33043
H -0.24344 -0.44265 1.91603
H 1.50578 -0.75101 2.07257
H 0.40450 -1.16593 3.41317
```

***

No. 3
DFT (ωB97M-V/def2-TZVPD) results for a 2-piece molecular cluster, C2H4N2S3 overall in a non-equilibrium geometry.

Results
- relative energy (zero: lowest compared OMol25 entry of this formula, charge and spin) (kJ/mol) = 93.4
- net charge = 0
- calculated total energy (eV) = -37623.4559
- HOMO-LUMO gap (eV) = 9.02
- M (Da) = 152.3

```
11
C2H4N2S3, DFT ωB97M-V/def2-TZVPD
S -3.42416 1.60334 -0.10753
C -2.17717 0.59177 -0.20393
N -1.08029 0.53304 0.65799
N -0.19341 -0.45236 0.44794
C -0.57597 -1.25847 -0.40528
S -2.01218 -0.81706 -1.30150
H -1.10274 1.09254 1.41477
H 0.07901 -2.05344 -0.70081
S 3.04821 0.34602 -0.33447
H 4.16339 -0.54221 -0.31631
H 3.27530 0.95685 0.84914
```

***

No. 4
DFT (ωB97M-V/def2-TZVPD) results for a 5-piece molecular cluster, C16H40F2O8S overall in a non-equilibrium geometry.

Results
- net charge = 0
- calculated total energy (eV) = -49888.9421
- HOMO-LUMO gap (eV) = 10.19
- M (Da) = 430.6

```
67
C16H40F2O8S, DFT ωB97M-V/def2-TZVPD
C 5.62911 -0.57488 2.02058
O 4.85380 -0.04093 0.93558
C 4.84661 1.32329 0.83292
F 6.08763 1.87244 0.97426
C 3.90523 2.01084 1.81818
O 2.74628 1.26624 2.10910
C 2.01570 0.94195 0.99710
S 0.50473 0.20641 1.67311
O -0.19701 1.12440 2.48407
O 0.93056 -0.92566 2.38838
F -0.31368 -0.30810 0.46759
H 5.86298 0.15877 2.77521
H 5.03344 -1.34695 2.48437
H 6.51067 -1.05116 1.62100
H 4.53974 1.55153 -0.18509
H 4.43022 2.12854 2.75598
H 3.69121 3.01458 1.46006
H 2.45184 0.15596 0.38923
H 1.76720 1.77503 0.33861
C -3.02710 0.47541 -2.78394
C -1.98000 1.47394 -3.25156
C -0.75163 0.76880 -3.80406
O -1.60738 2.33023 -2.16934
H -2.62781 -0.15017 -1.98030
H -3.89973 0.99463 -2.38729
H -3.34784 -0.17284 -3.60025
H -2.40715 2.11893 -4.02010
H -0.28150 0.15114 -3.03240
H -0.00851 1.49736 -4.13182
H -1.01045 0.13138 -4.65010
H -1.23036 1.77486 -1.47732
C -0.48282 -5.21145 3.91337
C 1.02996 -5.04957 3.88343
C 1.50400 -4.09276 4.96752
O 1.44506 -4.57805 2.60341
H -0.97328 -4.25084 3.73260
H -0.80928 -5.89550 3.12941
H -0.82210 -5.59697 4.87619
H 1.50448 -6.02223 4.01993
H 1.07223 -3.09970 4.81629
H 2.58836 -3.98342 4.93215
H 1.22137 -4.44640 5.96051
H 1.03682 -3.71364 2.46546
C -1.72021 4.14289 -7.58973
C -0.92153 2.91233 -7.18809
C 0.37982 2.81288 -7.96936
O -1.70327 1.73487 -7.39376
H -1.98713 4.09702 -8.64911
H -2.65038 4.19585 -7.02356
H -1.15354 5.05839 -7.41493
H -0.70338 2.95165 -6.11998
H 0.17780 2.72598 -9.04039
H 0.93655 1.92378 -7.67182
H 1.00894 3.68896 -7.80585
H -1.90924 1.67809 -8.33400
C -2.80682 -1.50788 4.97762
C -3.67755 -0.28057 4.74216
C -4.23927 -0.25209 3.33602
O -2.91762 0.90276 4.96661
H -1.94705 -1.50250 4.30080
H -2.40869 -1.51001 5.99267
H -3.36831 -2.43145 4.82362
H -4.49865 -0.27496 5.46055
H -3.42986 -0.20170 2.60198
H -4.85713 0.63360 3.18603
H -4.84486 -1.13657 3.12968
H -2.19022 0.90320 4.33081
```

***

Copy entry 2 word for word.
DFT (ωB97M-V/def2-TZVPD) results for a 2-piece molecular cluster, C11H23N2O12P overall in a non-equilibrium geometry.

Results
- relative energy (zero: lowest compared OMol25 entry of this formula, charge and spin) (kJ/mol) = 41.9
- net charge = 0
- calculated total energy (eV) = -48622.7251
- HOMO-LUMO gap (eV) = 9.38
- M (Da) = 406.3

```
49
C11H23N2O12P, DFT ωB97M-V/def2-TZVPD
O -5.28254 -2.30790 -3.02513
C -4.39651 -2.56386 -3.82998
O -4.57678 -3.37013 -4.90267
C -3.05694 -1.83027 -3.66046
O -3.29720 -0.44162 -3.32731
C -2.21356 -2.45283 -2.53586
O -2.22628 -3.88509 -2.59043
C -0.75637 -1.94522 -2.62971
O -0.06229 -2.60667 -3.70402
C 0.00326 -2.12400 -1.29071
O -0.09353 -3.48282 -0.82060
C 1.49295 -1.74735 -1.43151
O 1.66984 -0.55278 -2.21644
P 1.94636 0.78241 -1.32845
O 0.81446 1.05830 -0.42787
O 2.09008 2.03086 -2.27055
O 3.23229 0.61718 -0.43068
H -5.47457 -3.72108 -4.80905
H -2.50871 -1.91229 -4.60436
H -4.12509 -0.39113 -2.80655
H -2.64201 -2.14160 -1.57667
H -1.44047 -4.20962 -2.10170
H -0.78997 -0.87160 -2.84530
H 0.82425 -2.21980 -3.81526
H -0.45816 -1.45784 -0.55305
H 0.29330 -3.58328 0.06840
H 1.93709 -1.65926 -0.43285
H 2.01692 -2.56581 -1.93669
H 1.19052 2.11258 -2.60906
H 3.26916 1.46503 0.03065
C 0.98733 4.23655 5.54963
N 2.23670 4.03830 4.81405
C 2.38263 3.59159 3.56199
O 3.50812 3.47314 3.09671
C 1.15362 3.31069 2.67893
N 0.98987 1.90032 2.31484
C 0.79184 0.91420 3.18636
C 0.60038 -0.46517 2.60279
O 0.74990 1.07727 4.39798
H 0.38575 5.01226 5.07314
H 0.41855 3.30426 5.57846
H 1.20620 4.53788 6.57508
H 3.10203 4.19443 5.30742
H 0.24714 3.65006 3.17657
H 1.26366 3.89752 1.76769
H 0.92991 1.66378 1.33043
H -0.24344 -0.44265 1.91603
H 1.50578 -0.75101 2.07257
H 0.40450 -1.16593 3.41317
```

***

Which formula does entry 1 have?
C39H33AsCl3F10N6O9SSi2TeTi

***

Among the records above, which one has the lowest M?
C2H4N2S3